A structure of composition C25H42BrCdNOP2 in a non-equilibrium geometry, computed with the ωB97M-V functional and the def2-TZVPD basis.

The value obtained for the HOMO energy (spin up / spin down) is -0.4943 / -0.4942 Ha. For the energy relative to the best compared isomer or geometry (same formula, charge and spin), the calculation gives 0.0 kcal/mol. Its total charge is +2.

Geometry as XYZ:
```
73
C25H42BrCdNOP2 (the ωB97M-V functional and the def2-TZVPD basis)
N 1.856 -2.159 -6.174
C 1.820 -3.111 -5.229
C 1.570 -2.811 -3.885
C 1.257 -1.474 -3.498
C 1.365 -0.481 -4.514
C 1.687 -0.874 -5.838
C 0.723 -1.186 -2.183
Cd -0.213 0.106 -0.021
P -1.832 0.907 1.613
C -0.551 -0.566 -2.020
C -1.696 -1.465 -1.802
C -3.012 -1.055 -2.133
C -4.065 -1.952 -1.960
C -3.832 -3.213 -1.395
C -2.551 -3.583 -0.950
C -1.489 -2.723 -1.185
Br -5.187 -4.425 -1.234
H 1.225 -1.658 -1.336
H -0.744 0.356 -2.573
H 1.515 -3.619 -3.154
H 1.164 0.573 -4.320
H 1.945 -4.152 -5.558
H 1.741 -0.136 -6.657
H -3.290 -0.077 -2.544
H -0.486 -3.106 -0.955
H -5.078 -1.681 -2.188
H -2.406 -4.559 -0.495
P 2.071 1.196 0.848
C -2.940 -0.462 1.164
C -4.400 -0.571 1.623
H -2.406 -1.411 1.380
H -2.996 -0.388 0.061
H -4.795 -1.532 1.238
H -4.461 -0.545 2.721
H -4.991 0.249 1.179
C -1.625 2.572 0.841
C -2.327 3.799 1.418
H -1.931 2.457 -0.210
H -0.534 2.759 0.837
H -2.205 4.622 0.697
H -3.394 3.604 1.561
H -1.878 4.091 2.374
C -0.879 0.595 3.116
C -1.533 0.433 4.496
H -0.164 1.425 3.172
H -0.302 -0.321 2.897
H -0.723 0.263 5.229
H -2.081 1.341 4.786
H -2.210 -0.435 4.510
C 2.396 0.851 2.630
C 3.797 1.202 3.142
H 2.178 -0.214 2.837
H 1.664 1.436 3.209
H 4.548 0.473 2.804
H 4.121 2.204 2.823
H 3.784 1.189 4.245
C 2.151 3.040 0.744
C 1.743 3.636 -0.606
H 3.191 3.303 1.002
H 1.515 3.434 1.552
H 2.448 3.328 -1.393
H 0.724 3.329 -0.890
H 1.756 4.736 -0.534
C 3.630 0.798 -0.046
C 4.120 -0.636 0.104
H 4.408 1.520 0.249
H 3.408 0.984 -1.102
H 4.910 -0.813 -0.638
H 4.530 -0.821 1.105
H 3.322 -1.365 -0.091
O 0.273 -2.094 1.446
H -0.353 -2.815 1.597
H 1.003 -2.323 2.056
```

Atom charges from the Mulliken analysis, given in e for atoms 1 to 5: number 1, N, carries -0.507; number 2, C, carries -0.410; number 3, C, carries -0.436; number 4, C, carries -0.269; number 5, C, carries -0.274

A structure of composition C29H48AlBrCl4GaMgN4O11PRb in a non-equilibrium geometry, computed with the ωB97M-V functional and the def2-TZVPD basis.

The value obtained for the HOMO energy is -0.4215 Ha. Its total charge is +3.

Geometry as XYZ:
```
102
C29H48AlBrCl4GaMgN4O11PRb (the ωB97M-V functional and the def2-TZVPD basis)
C 4.284 -3.956 1.238
C 3.397 -3.467 0.240
C 2.411 -3.130 -1.030
C 2.943 -1.939 -2.023
C 4.006 -0.891 -1.347
Ga 3.175 0.474 -0.031
C 1.291 -0.018 0.664
C 0.072 0.906 0.013
C -1.352 0.064 0.149
O -2.260 0.261 -1.005
C -3.464 -0.615 -0.872
C -4.485 -0.724 -2.192
O -3.786 -1.296 0.235
P 3.185 2.658 -0.930
N 4.740 3.159 -0.934
H 4.740 -4.444 2.225
H 2.328 -4.111 -1.704
H 1.297 -2.941 -0.646
H 3.493 -2.482 -2.933
H 1.988 -1.400 -2.485
H 4.935 -1.396 -0.831
H 4.455 -0.248 -2.248
H 4.161 0.506 1.266
H 1.284 0.220 1.824
H 0.990 -1.143 0.548
H 0.305 1.229 -1.100
H -0.036 1.840 0.718
H -1.177 -1.095 0.301
H -1.868 0.456 1.141
H -5.355 0.054 -1.968
H -3.933 -0.507 -3.209
H -4.972 -1.808 -2.189
H 2.741 2.710 -2.320
H 2.388 3.596 -0.127
H 4.823 4.020 -0.344
Rb -1.955 0.454 -3.031
C -1.250 5.593 5.517
C -2.574 5.986 4.891
N -2.892 5.130 3.745
C -2.681 5.447 2.412
C -3.114 4.379 1.679
N -3.578 3.436 2.581
C -3.440 3.907 3.830
C -4.132 2.130 2.249
H -0.440 5.654 4.784
H -1.010 6.255 6.354
H -1.286 4.564 5.889
H -2.539 7.027 4.552
H -3.386 5.900 5.620
H -2.246 6.398 2.158
H -3.151 4.166 0.625
H -3.717 3.392 4.743
H -5.154 2.068 2.631
H -3.514 1.355 2.710
H -4.141 1.988 1.164
C -3.046 9.520 -1.198
C -2.151 9.303 0.013
C -0.690 9.554 -0.326
O -2.305 7.966 0.480
H -2.783 8.830 -2.007
H -4.092 9.324 -0.942
H -2.962 10.545 -1.572
H -2.461 9.971 0.824
H -0.345 8.865 -1.105
H -0.057 9.382 0.551
H -0.536 10.580 -0.674
H -2.032 7.366 -0.234
O -5.789 -1.611 4.593
C -6.568 -1.230 3.726
N -6.219 -1.257 2.411
C -7.944 -0.712 4.030
H -6.825 -0.954 1.662
H -5.296 -1.602 2.181
H -7.860 0.164 4.679
H -8.515 -1.494 4.539
H -8.479 -0.424 3.121
Br -2.715 8.747 2.279
C 4.262 -7.651 -3.981
C 4.349 -6.747 -3.002
C 5.474 -5.773 -2.947
O 5.517 -4.942 -2.046
C 6.508 -5.854 -3.990
C 6.423 -6.760 -4.966
C 5.284 -7.715 -5.037
O 5.223 -8.525 -5.957
O 7.393 -6.843 -5.949
O 3.395 -6.682 -2.004
H 3.449 -8.363 -4.035
H 7.330 -5.152 -3.928
H 7.105 -7.574 -6.538
H 3.679 -5.947 -1.418
Mg 4.185 -1.098 -4.286
C 3.310 -8.025 1.014
O 3.899 -6.957 0.960
O 2.098 -8.181 0.826
O 3.834 -9.116 1.266
Al -1.515 6.405 7.804
C 3.585 -11.821 -4.403
Cl 3.533 -10.697 -3.022
Cl 5.262 -12.363 -4.665
Cl 2.551 -13.231 -4.061
Cl 2.994 -10.992 -5.865
```

Atom charges from the Mulliken analysis, given in e for atoms 1 to 5: number 1, C, carries -0.644; number 2, C, carries -0.110; number 3, C, carries -0.058; number 4, C, carries -0.006; number 5, C, carries -0.236

An isolated molecule of C3H6N2 in a non-equilibrium geometry, computed with the ωB97M-V functional and the def2-TZVPD basis.

Its SMILES is [H]/N=C/N1CC1. The value obtained for the HOMO energy is -0.3366 Ha. For the energy relative to the best compared isomer or geometry (same formula, charge and spin), the calculation gives 43.6 kcal/mol. Its total charge is 0.

Geometry as XYZ:
```
11
C3H6N2 (the ωB97M-V functional and the def2-TZVPD basis)
H 0.979 1.096 2.514
N 0.974 0.773 1.553
C -0.161 0.808 0.956
N -0.202 0.495 -0.364
C 0.643 -0.492 -0.965
C -0.837 -0.691 -0.928
H -1.121 1.103 1.419
H 1.284 -0.988 -0.209
H 1.092 -0.079 -1.897
H -1.281 -1.432 -0.195
H -1.370 -0.592 -1.883
```

Atom charges from the natural (NBO) analysis, given in e for atoms 1 to 5: number 1, H, carries 0.346; number 2, N, carries -0.705; number 3, C, carries 0.275; number 4, N, carries -0.427; number 5, C, carries -0.248

A structure of composition C43H47InN10O9S in a non-equilibrium geometry, computed with the ωB97M-V functional and the def2-TZVPD basis.

The value obtained for the HOMO energy is -0.4135 Ha. For the energy relative to the best compared isomer or geometry (same formula, charge and spin), the calculation gives 133.1 kcal/mol. Its total charge is +2.

Geometry as XYZ:
```
111
C43H47InN10O9S (the ωB97M-V functional and the def2-TZVPD basis)
In 1.355 0.130 -1.197
C 0.840 -4.527 3.903
C 1.192 -3.262 3.208
C 0.372 -2.097 3.396
C 0.877 -0.799 3.198
C 0.716 1.546 4.051
N -0.383 1.651 5.003
C -1.457 0.640 5.193
C -2.637 0.511 4.217
C -3.184 1.753 3.500
N -3.579 1.472 2.119
C -2.692 1.431 1.130
C -2.966 1.082 -0.214
C -4.263 1.194 -0.801
C -4.465 0.950 -2.192
C -5.799 1.293 -2.787
C -3.478 0.245 -2.917
C -2.205 0.046 -2.393
C -1.210 -0.726 -3.163
N 0.061 -0.870 -2.867
C 0.758 -1.927 -3.665
C 2.249 -1.662 -3.766
C 2.990 -2.166 -2.492
N 2.458 -1.743 -1.185
C 2.595 -2.523 -0.128
C 2.393 -2.145 1.217
C 2.092 -3.243 2.111
C 2.637 -0.684 1.592
O 3.956 -0.427 1.155
C -1.917 0.485 -1.040
O -0.783 0.249 -0.487
H -0.208 -4.663 3.959
H 1.157 -4.439 4.969
H 1.267 -5.452 3.440
H -0.641 -2.262 3.772
H 0.648 2.569 3.630
H -0.081 1.930 5.913
H -1.782 0.962 6.215
H -1.051 -0.381 5.254
H -3.419 0.042 4.876
H -2.421 -0.285 3.527
H -2.430 2.581 3.364
H -4.075 2.204 3.987
H -4.546 1.126 1.950
H -1.691 1.568 1.451
H -5.095 1.574 -0.170
H -6.178 0.511 -3.473
H -5.857 2.269 -3.252
H -6.430 1.243 -1.900
H -3.736 -0.116 -3.938
H -1.700 -1.264 -3.959
H 0.291 -1.915 -4.642
H 0.607 -2.940 -3.261
H 2.482 -0.597 -3.897
H 2.667 -2.207 -4.633
H 4.110 -1.926 -2.527
H 2.883 -3.277 -2.461
H 2.832 -3.559 -0.334
H 2.582 -4.210 1.851
C 6.269 0.652 -2.212
C 5.075 0.753 -1.314
O 3.923 0.566 -1.760
N 5.410 1.114 -0.018
C 4.497 0.932 1.122
C 2.305 -0.479 3.118
C 2.898 0.397 4.088
C 2.106 1.433 4.566
C 0.294 0.527 2.918
C 0.809 0.953 1.483
N 1.690 0.238 0.877
H 5.905 0.633 -3.270
H 6.774 -0.257 -2.006
H 6.970 1.522 -2.105
H 6.367 0.863 0.261
H 3.607 1.589 1.052
H 5.044 1.082 2.056
H 3.951 0.337 4.412
H 2.585 2.379 5.066
H -0.754 0.617 2.911
H 0.386 1.887 1.075
O 1.241 3.077 -0.575
C 1.452 2.917 -1.780
O 1.545 1.786 -2.429
C 1.587 4.185 -2.675
C 1.525 4.063 -4.010
C 1.721 5.209 -4.770
C 1.835 6.471 -4.190
C 1.669 6.474 -2.808
C 1.410 5.380 -1.993
N 1.683 7.800 -2.223
O 1.973 8.772 -2.935
O 1.343 7.837 -0.998
N 1.917 5.061 -6.168
O 1.959 3.911 -6.595
O 1.869 6.119 -6.788
H 1.399 3.081 -4.487
H 2.081 7.419 -4.705
H 1.279 5.458 -0.938
C -4.391 -6.594 -1.328
N -4.721 -6.161 0.053
C -5.036 -6.986 1.111
C -5.224 -6.232 2.202
N -5.122 -4.908 1.771
C -4.790 -4.807 0.474
S -4.406 -3.403 -0.338
H -3.328 -6.728 -1.525
H -4.622 -5.706 -1.973
H -4.956 -7.482 -1.608
H -4.977 -8.095 0.991
H -5.498 -6.551 3.201
H -5.240 -4.065 2.303
```

Atom charges from the Mulliken analysis, given in e for atoms 1 to 5: number 1, In, carries 1.726; number 2, C, carries -1.538; number 3, C, carries 0.276; number 4, C, carries -0.818; number 5, C, carries 0.606

A cluster of 2 separate species, C4H8O2 in total in a non-equilibrium geometry, computed with the ωB97M-V functional and the def2-TZVPD basis.

Its SMILES is C=C(C)O.C=O. The value obtained for the HOMO energy is -0.3037 Ha. For the energy relative to the best compared isomer or geometry (same formula, charge and spin), the calculation gives 70.7 kcal/mol. Its total charge is 0.

Geometry as XYZ:
```
14
C4H8O2 (the ωB97M-V functional and the def2-TZVPD basis)
C 1.262 0.402 1.125
C 0.923 -0.455 0.097
C 0.938 0.037 -1.289
O 0.427 -1.672 0.361
H 1.525 -0.018 2.094
H 1.778 1.318 0.839
H 0.532 -0.547 -2.058
H 0.491 1.036 -1.343
H 1.991 0.163 -1.488
H 0.126 -2.113 -0.561
C -2.612 -0.276 0.575
O -2.118 -0.668 -0.385
H -3.474 -0.861 0.974
H -2.356 0.679 0.926
```

Atom charges from the natural (NBO) analysis, given in e for atoms 1 to 5: number 1, C, carries -0.591; number 2, C, carries 0.366; number 3, C, carries -0.691; number 4, O, carries -0.662; number 5, H, carries 0.207

Values of DFT total energy, in order: -123311.2040 -253776.4445 -6186.6545 -94666.5050 -8370.2166, all in eV.
Values of molecular weight, in order: 626.9 1087.9 70.1 994.8 88.1, all in g mol⁻¹.